{"formula": "C5H9NO", "method": "ωB97M-V with the def2-TZVPD basis set", "lumo_energy_ev": [3.8536, 3.8292], "gap_ev": [3.31, 6.76], "e_homo_ha": [0.02002, -0.10752], "multiplicity": 2, "total_charge": -1, "largest_force_ev_per_a": 1.98, "e_above_lowest_kcal_mol": 24.56, "symbols": ["O", "C", "C", "C", "C", "C", "N", "H", "H", "H", "H", "H", "H", "H", "H", "H"], "xyz": [[2.444, 1.613, -1.320], [1.296, 1.147, -1.575], [0.855, -0.289, -1.286], [1.082, -0.771, 0.197], [-0.109, -0.616, 1.127], [-1.118, 0.197, 0.803], [-2.371, 0.220, 1.479], [0.421, 1.847, -1.757], [1.294, -1.014, -1.971], [-0.225, -0.327, -1.456], [1.806, -0.087, 0.643], [1.447, -1.796, 0.154], [-0.106, -1.179, 2.061], [-0.955, 1.048, 0.143], [-3.098, 0.684, 0.962], [-2.664, -0.677, 1.794]], "forces_ev_per_a": [[1.080, 0.101, 0.350], [-1.923, -0.192, -0.430], [-0.299, 0.779, 0.806], [-0.081, 1.091, -0.124], [-0.171, -0.168, -1.015], [-0.259, 0.162, 1.047], [0.586, 0.791, 0.074], [0.478, -0.343, 0.115], [0.454, -0.289, -0.076], [-0.036, -0.071, -0.253], [0.829, -0.392, -0.324], [0.093, -0.105, 0.506], [-0.367, -0.278, -0.233], [-0.153, -0.537, -0.509], [-0.025, -0.024, -0.062], [-0.206, -0.526, 0.129]]}


{"formula": "C5H9NO", "method": "ωB97M-V with the def2-TZVPD basis set", "lumo_energy_ev": 0.7151, "gap_ev": 11.49, "e_homo_ha": -0.39601, "multiplicity": 1, "total_charge": 0, "largest_force_ev_per_a": 1.15, "e_above_lowest_kcal_mol": 23.27, "symbols": ["C", "C", "O", "C", "C", "C", "N", "H", "H", "H", "H", "H", "H", "H", "H", "H"], "xyz": [[0.027, 1.635, -0.443], [-0.298, 0.678, 0.693], [-1.691, 0.535, 0.889], [0.345, -0.730, 0.537], [-0.271, -1.587, -0.581], [1.797, -0.605, 0.346], [2.933, -0.473, 0.165], [1.103, 1.822, -0.503], [-0.479, 2.589, -0.273], [-0.304, 1.241, -1.411], [0.083, 1.102, 1.629], [-2.113, 0.468, 0.020], [0.179, -1.239, 1.493], [-0.183, -2.649, -0.340], [0.209, -1.416, -1.549], [-1.339, -1.370, -0.672]], "forces_ev_per_a": [[-0.015, 0.032, -0.095], [0.262, 0.100, 0.021], [-0.149, -0.007, -0.273], [-0.030, -0.066, 0.050], [-0.068, -0.043, -0.101], [0.975, 0.132, -0.077], [-1.124, -0.150, 0.195], [-0.129, -0.055, -0.006], [0.049, -0.113, 0.001], [0.027, -0.005, 0.113], [-0.041, -0.073, -0.118], [0.067, 0.059, 0.300], [0.043, 0.059, -0.102], [0.077, 0.169, -0.080], [-0.085, 0.039, 0.154], [0.142, -0.077, 0.017]]}


{"formula": "C5H9NO", "method": "ωB97M-V with the def2-TZVPD basis set", "lumo_energy_ev": 0.6918, "gap_ev": 9.68, "e_homo_ha": -0.33041, "multiplicity": 1, "total_charge": 0, "largest_force_ev_per_a": 1.57, "e_above_lowest_kcal_mol": 38.09, "symbols": ["C", "C", "C", "C", "C", "O", "N", "H", "H", "H", "H", "H", "H", "H", "H", "H"], "xyz": [[1.128, -1.305, -1.738], [-1.722, 0.577, 1.394], [0.461, -0.371, -0.786], [-0.241, 0.751, 1.248], [0.469, -0.383, 0.536], [-0.210, 0.754, -1.351], [0.338, 1.687, 1.864], [-0.250, 0.654, -2.309], [1.346, 1.728, 1.725], [1.059, -1.071, 1.110], [1.701, -2.058, -1.190], [1.802, -0.757, -2.401], [0.378, -1.807, -2.356], [-1.954, -0.394, 1.827], [-2.182, 0.627, 0.410], [-2.122, 1.367, 2.017]], "forces_ev_per_a": [[-0.104, -0.009, 0.118], [-0.001, 0.296, -0.226], [-0.455, 1.374, -0.609], [0.334, -1.294, 0.741], [-0.158, 1.087, -0.094], [0.638, -1.408, 0.055], [-0.028, 0.727, 0.023], [0.000, -0.045, 0.073], [-0.008, -0.354, -0.101], [0.019, -0.331, 0.088], [-0.129, 0.119, -0.133], [0.005, -0.035, 0.038], [0.077, -0.044, -0.005], [0.016, -0.115, 0.029], [-0.126, -0.075, -0.105], [-0.082, 0.109, 0.108]]}


{"formula": "C5H9NO", "method": "ωB97M-V with the def2-TZVPD basis set", "lumo_energy_ev": 0.4806, "gap_ev": 9.57, "e_homo_ha": -0.33416, "multiplicity": 1, "total_charge": 0, "largest_force_ev_per_a": 3.29, "e_above_lowest_kcal_mol": 64.50, "symbols": ["C", "C", "C", "C", "C", "O", "N", "H", "H", "H", "H", "H", "H", "H", "H", "H"], "xyz": [[-0.456, -0.580, 0.647], [-0.558, -1.792, -0.264], [1.077, 0.265, 0.271], [0.959, 1.454, -0.537], [-0.159, 2.217, -0.506], [-1.707, 0.040, 0.768], [2.170, -0.349, 0.515], [-2.057, 0.192, -0.125], [-0.194, -0.901, 1.658], [2.066, -1.096, 1.209], [1.791, 1.692, -1.196], [-1.322, -2.490, 0.100], [-0.834, -1.490, -1.280], [0.389, -2.333, -0.325], [-0.878, 2.154, 0.298], [-0.287, 3.016, -1.232]], "forces_ev_per_a": [[2.454, 0.122, 0.583], [0.221, -0.107, -0.194], [-2.108, -2.420, 0.705], [-1.049, 0.941, -0.493], [1.371, 0.007, -0.178], [0.279, 0.588, -0.497], [-0.650, 1.214, 0.409], [0.092, -0.036, 0.294], [-0.181, -0.097, 0.020], [-0.250, -0.180, -0.546], [-0.190, -0.125, -0.123], [0.098, 0.252, 0.004], [0.032, 0.014, 0.020], [-0.073, 0.103, -0.007], [-0.197, -0.362, -0.261], [0.150, 0.084, 0.263]]}